Molecular formula: C29H57BBrFN3O4PS2
Method: DFT, the ωB97M-V functional and the def2-TZVPD basis

Structure (XYZ):
```
99
C29H57BBrFN3O4PS2 | the OMol25 dataset | the ωB97M-V functional and the def2-TZVPD basis
C -2.081 -2.312 5.877
C -0.678 -1.738 5.616
P -0.668 0.110 5.594
C 1.154 0.425 5.492
B -1.403 0.569 3.829
F -2.420 -0.403 3.561
O -1.892 1.926 3.681
C -2.135 2.010 2.287
C -2.324 3.453 1.845
C -3.783 3.903 1.748
C -4.671 3.009 0.856
S -6.065 2.404 1.826
C -6.387 0.796 1.251
S -5.552 -0.003 0.110
N -7.491 0.314 2.009
C -8.799 0.697 1.469
C -9.453 -0.393 0.589
O -8.559 -1.421 0.253
C -8.101 -2.062 1.422
C -7.387 -1.092 2.388
C -0.916 1.239 1.668
Br -1.751 0.131 0.129
C 0.198 2.080 1.038
C 1.563 1.376 0.952
C 1.764 0.430 -0.249
C 2.305 -0.987 0.000
N 1.306 -1.971 0.417
C 1.120 -2.096 1.892
C 1.576 -3.238 -0.110
C 0.430 -4.206 0.002
O 2.632 -3.550 -0.619
O -0.413 0.502 2.669
H -2.792 -1.526 6.135
H -2.467 -2.800 4.981
H -2.065 -3.065 6.668
H -0.249 -2.153 4.697
H 0.000 -2.018 6.429
H 1.571 0.135 4.520
H 1.374 1.473 5.690
H 1.636 -0.202 6.248
H -3.040 1.427 2.097
H -1.834 4.086 2.591
H -1.826 3.657 0.892
H -4.214 3.998 2.748
H -3.797 4.909 1.319
H -4.130 2.153 0.449
H -5.079 3.582 0.021
H -8.676 1.625 0.910
H -9.467 0.930 2.306
H -10.338 -0.805 1.096
H -9.794 0.054 -0.346
H -7.442 -2.877 1.124
H -8.965 -2.515 1.933
H -6.333 -1.346 2.483
H -7.826 -1.205 3.385
H 0.309 2.996 1.625
H -0.096 2.374 0.026
H 1.790 0.885 1.898
H 2.299 2.184 0.857
H 2.541 0.870 -0.896
H 0.862 0.362 -0.861
H 3.160 -0.958 0.689
H 2.698 -1.349 -0.953
H 0.063 -2.065 2.148
H 1.556 -3.031 2.260
H 1.635 -1.280 2.386
H 0.427 -4.842 -0.882
H 0.620 -4.858 0.861
H -0.520 -3.702 0.158
C 7.468 -1.582 -6.081
C 7.297 -1.435 -4.566
C 5.869 -1.295 -4.052
N 5.249 0.087 -4.056
C 3.807 -0.097 -3.636
C 2.964 1.149 -3.793
C 3.019 1.675 -5.219
C 4.472 1.956 -5.584
C 5.338 0.713 -5.423
C 5.945 0.936 -3.046
H 7.433 -0.635 -6.615
H 8.438 -2.028 -6.298
H 6.705 -2.240 -6.500
H 7.938 -0.638 -4.183
H 7.667 -2.352 -4.104
H 5.817 -1.612 -3.010
H 5.200 -1.933 -4.628
H 3.406 -0.902 -4.252
H 3.832 -0.435 -2.600
H 1.948 0.876 -3.504
H 3.284 1.919 -3.087
H 2.413 2.574 -5.324
H 2.607 0.929 -5.905
H 4.862 2.773 -4.972
H 4.559 2.281 -6.621
H 6.386 0.956 -5.582
H 5.038 -0.058 -6.133
H 6.985 1.057 -3.336
H 5.878 0.448 -2.078
H 5.468 1.909 -2.999
```

Its total charge is 0. The LUMO energy is -0.82 eV. As for the orbital gap: 0.183 Ha. For the HOMO energy, the calculation gives -0.21255 hartree.

Atomic partial charges in e from the Mulliken method, atoms 1 to 4: C -1.05; C -0.29; P -0.32; C -0.96

Molecular formula: C29H58N4O11P2
Method: DFT, the ωB97M-V functional and the def2-TZVPD basis

Structure (XYZ):
```
104
C29H58N4O11P2 | the OMol25 dataset | the ωB97M-V functional and the def2-TZVPD basis
C 5.988 -0.449 -1.882
C 5.600 0.810 -2.853
O 4.567 1.619 -2.253
C 3.456 1.883 -3.128
C 2.000 1.639 -2.448
C 2.046 1.380 -0.862
P 2.505 3.092 -0.175
N 4.144 2.893 0.487
O 1.457 3.513 1.144
O 2.770 0.199 -0.366
C 2.039 -0.918 -0.898
O 2.532 -2.019 -1.261
O 0.671 -0.472 -0.967
C 0.568 0.878 -0.378
C -0.697 1.785 -0.772
C -2.115 1.028 -0.687
O -3.143 1.790 -0.640
N -2.301 -0.432 -0.683
C -2.632 -0.976 -2.040
C -3.247 -0.893 0.379
P 0.417 0.405 1.489
O 0.068 -1.104 1.638
O -0.902 1.234 2.243
O 1.802 0.815 2.390
H 6.929 -0.204 -1.250
H 5.107 -0.808 -1.248
H 6.301 -1.346 -2.546
H 5.345 0.348 -3.866
H 6.588 1.411 -2.957
H 3.453 1.315 -4.118
H 3.485 3.013 -3.401
H 1.372 2.602 -2.600
H 1.446 0.823 -3.046
H 4.159 1.998 1.010
H 4.255 3.657 1.175
H 1.904 4.296 1.562
H -0.593 2.291 -1.794
H -0.727 2.648 0.003
H -3.390 -0.272 -2.532
H -3.021 -2.047 -1.963
H -1.659 -0.941 -2.675
H -3.494 -1.995 0.150
H -4.215 -0.286 0.459
H -2.653 -0.906 1.374
H -1.459 0.575 2.733
H 1.543 1.572 2.985
C 6.775 -1.954 6.529
C 6.206 -0.639 5.934
C 4.661 -0.697 5.901
C 4.107 -1.605 4.807
C 4.702 -1.250 3.450
C 6.245 -1.223 3.456
N 6.801 -0.406 4.581
O 6.614 0.909 4.265
C 6.786 -2.671 3.533
C 6.740 -0.731 2.069
C 6.623 0.446 6.964
H 7.778 -2.167 6.145
H 6.875 -1.899 7.619
H 6.138 -2.819 6.338
H 4.255 0.310 5.749
H 4.279 -1.034 6.872
H 4.300 -2.656 5.044
H 3.017 -1.501 4.764
H 4.342 -1.965 2.702
H 4.313 -0.271 3.143
H 7.876 -2.681 3.621
H 6.531 -3.229 2.626
H 6.372 -3.254 4.353
H 6.347 0.255 1.806
H 6.415 -1.412 1.278
H 7.834 -0.686 2.037
H 7.713 0.524 7.033
H 6.245 0.197 7.961
H 6.221 1.434 6.726
C -9.086 -0.643 -5.265
C -8.212 -1.240 -4.131
C -9.046 -1.377 -2.836
C -9.307 -0.047 -2.134
C -8.007 0.716 -1.908
C -7.180 0.892 -3.199
N -6.993 -0.393 -3.942
O -6.073 -1.134 -3.257
C -7.865 1.939 -4.111
C -5.829 1.565 -2.836
C -7.873 -2.669 -4.637
H -8.479 -0.096 -5.993
H -9.607 -1.422 -5.832
H -9.868 0.021 -4.895
H -8.530 -2.041 -2.131
H -10.005 -1.858 -3.058
H -10.010 0.560 -2.712
H -9.792 -0.234 -1.170
H -8.237 1.694 -1.472
H -7.415 0.182 -1.155
H -7.346 2.026 -5.070
H -7.849 2.930 -3.644
H -8.915 1.733 -4.309
H -5.259 0.995 -2.099
H -5.992 2.554 -2.400
H -5.206 1.697 -3.727
H -7.287 -2.631 -5.560
H -8.790 -3.230 -4.848
H -7.320 -3.259 -3.901
```

Its total charge is 0. The LUMO energy (spin up / spin down) is 0.12 / -0.12 eV. As for the spin multiplicity: 3. As for the orbital gap (spin up / spin down): 0.328 / 0.319 Ha. For the HOMO energy (spin up / spin down), the calculation gives -0.32294 / -0.32287 hartree.

Atomic partial charges in e from the Mulliken method, atoms 1 to 4: C -0.64; C -0.40; O -0.18; C -0.63

Molecular formula: C29H58O26
Method: DFT, the ωB97M-V functional and the def2-TZVPD basis

Structure (XYZ):
```
113
C29H58O26 | the OMol25 dataset | the ωB97M-V functional and the def2-TZVPD basis
C -1.588 1.987 -3.956
C -0.492 2.345 -2.779
C 0.212 0.930 -2.244
C -0.384 0.490 -0.781
O -0.068 1.407 0.324
C 1.344 1.821 0.324
O 2.404 1.027 0.114
H -2.013 0.876 -3.853
H -1.066 2.011 -5.023
H -2.545 2.695 -3.931
H 0.301 3.083 -3.272
H -1.056 2.925 -1.929
H 1.382 0.939 -2.323
H -0.156 0.095 -3.014
H -0.079 -0.644 -0.567
H -1.573 0.476 -0.885
H 1.590 2.959 0.576
C -5.758 -0.518 -7.225
O -4.821 -1.586 -7.353
C -3.584 -1.304 -6.873
O -3.235 -0.250 -6.364
O -2.802 -2.397 -7.056
C -1.461 -2.244 -6.595
H -6.712 -0.854 -7.640
H -5.912 -0.264 -6.171
H -5.425 0.357 -7.792
H -1.443 -2.058 -5.516
H -0.956 -1.437 -7.137
H -0.927 -3.177 -6.792
C -2.079 2.296 -8.494
O -2.156 3.488 -9.274
C -3.419 3.864 -9.597
O -4.444 3.279 -9.282
O -3.345 5.002 -10.332
C -4.609 5.517 -10.746
H -1.024 2.090 -8.294
H -2.592 2.428 -7.536
H -2.497 1.447 -9.045
H -5.222 5.777 -9.878
H -5.128 4.796 -11.387
H -4.429 6.426 -11.326
C 3.218 6.405 6.081
O 3.894 5.359 5.385
C 3.183 4.818 4.364
O 2.060 5.150 4.017
O 3.938 3.845 3.795
C 3.312 3.183 2.697
H 3.878 6.764 6.876
H 3.005 7.242 5.407
H 2.298 6.032 6.540
H 3.102 3.891 1.889
H 2.395 2.681 3.021
H 4.004 2.425 2.320
C 6.493 5.269 6.805
O 7.730 5.825 7.246
C 8.476 6.382 6.258
O 8.174 6.437 5.076
O 9.614 6.868 6.813
C 10.502 7.488 5.885
H 5.981 4.852 7.677
H 5.855 6.044 6.369
H 6.668 4.460 6.089
H 10.024 8.351 5.411
H 10.837 6.767 5.131
H 11.378 7.839 6.437
C -4.436 -3.658 -4.905
O -4.540 -3.552 -3.486
C -5.599 -4.212 -2.953
O -6.428 -4.859 -3.575
O -5.577 -4.028 -1.609
C -6.641 -4.671 -0.911
H -3.555 -3.093 -5.222
H -4.302 -4.703 -5.204
H -5.316 -3.225 -5.390
H -6.595 -5.756 -1.051
H -7.610 -4.278 -1.236
H -6.524 -4.457 0.155
C -3.958 -2.744 0.974
O -3.936 -3.585 2.125
C -3.597 -2.949 3.275
O -3.323 -1.764 3.386
O -3.615 -3.860 4.281
C -3.275 -3.329 5.560
H -4.241 -3.356 0.113
H -4.702 -1.949 1.091
H -2.966 -2.321 0.785
H -3.992 -2.558 5.860
H -2.256 -2.930 5.555
H -3.322 -4.144 6.288
C -0.644 -9.814 7.139
O -0.720 -8.622 6.359
C -1.983 -8.246 6.036
O -3.008 -8.830 6.351
O -1.909 -7.108 5.301
C -3.173 -6.593 4.886
H 0.412 -10.020 7.339
H -1.156 -9.682 8.097
H -1.062 -10.663 6.588
H -3.787 -6.333 5.755
H -3.692 -7.313 4.246
H -2.994 -5.684 4.306
C 7.607 1.415 3.392
O 7.648 0.598 2.224
C 6.809 -0.468 2.258
O 6.058 -0.760 3.176
O 6.949 -1.152 1.095
C 6.121 -2.308 0.990
H 8.316 2.236 3.255
H 6.608 1.842 3.529
H 7.909 0.842 4.275
H 5.063 -2.030 1.032
H 6.364 -3.030 1.777
H 6.316 -2.777 0.022
```

Its total charge is 0. The LUMO energy is 0.39 eV. The relative energy (zero: lowest compared OMol25 entry of this formula, charge and spin) is 3.7 kcal/mol. As for the orbital gap: 0.409 Ha. Its SMILES is COC(=O)OC.COC(=O)OC.COC(=O)OC.COC(=O)OC.COC(=O)OC.COC(=O)OC.COC(=O)OC.COC(=O)OC.CCCCOC=O. For the HOMO energy, the calculation gives -0.39475 hartree.

Atomic partial charges in e from the Mulliken method, atoms 1 to 4: C -0.70; C -0.39; C -0.45; C -0.32

Molecular formula: C29H59CuO28
Method: DFT, the ωB97M-V functional and the def2-TZVPD basis

Structure (XYZ):
```
117
C29H59CuO28 | the OMol25 dataset | the ωB97M-V functional and the def2-TZVPD basis
Cu -8.283 -8.029 14.850
C -8.412 -7.972 17.851
C -8.500 -9.488 17.549
O -8.204 -9.863 16.245
H -9.212 -7.551 17.233
H -7.514 -7.438 17.547
H -8.675 -7.980 18.911
H -9.467 -9.864 17.925
H -7.803 -10.060 18.194
C -10.463 -11.407 14.200
O -11.437 -10.804 13.383
C -11.227 -9.580 12.977
O -10.351 -8.822 13.301
O -12.211 -9.262 12.134
C -12.232 -7.979 11.549
H -9.599 -10.788 14.480
H -9.971 -12.282 13.775
H -10.776 -11.676 15.211
H -13.112 -7.935 10.905
H -11.315 -7.676 11.054
H -12.573 -7.244 12.289
C -9.046 -11.486 16.386
O -9.886 -12.613 16.692
C -9.550 -13.418 17.677
O -8.617 -13.323 18.431
O -10.512 -14.355 17.749
C -10.361 -15.496 18.582
H -9.400 -10.680 17.028
H -9.179 -11.193 15.350
H -7.990 -11.695 16.541
H -10.970 -15.315 19.471
H -9.299 -15.654 18.756
H -10.860 -16.334 18.096
C -2.738 -5.802 16.044
O -4.109 -5.918 15.728
C -4.743 -7.069 16.002
O -5.862 -7.276 15.634
O -4.040 -7.800 16.852
C -4.501 -9.109 17.128
H -2.486 -4.742 15.985
H -2.141 -6.452 15.407
H -2.473 -5.976 17.092
H -5.544 -9.166 17.443
H -3.958 -9.628 17.919
H -4.318 -9.729 16.248
C -7.561 -4.779 16.525
O -7.894 -3.416 16.594
C -7.522 -2.643 15.590
O -6.904 -3.023 14.628
O -7.911 -1.401 15.824
C -7.400 -0.431 14.904
H -6.613 -5.033 17.008
H -7.537 -5.206 15.526
H -8.218 -5.419 17.116
H -7.898 -0.450 13.938
H -6.326 -0.590 14.828
H -7.535 0.563 15.325
C -10.199 -4.645 13.453
O -11.294 -5.392 13.905
C -11.108 -6.344 14.803
O -10.028 -6.613 15.275
O -12.238 -6.939 15.070
C -12.243 -8.036 15.982
H -10.497 -4.178 12.514
H -9.360 -5.286 13.166
H -9.910 -3.885 14.180
H -13.220 -8.515 15.900
H -12.169 -7.612 16.981
H -11.557 -8.839 15.711
C -13.354 -10.653 18.492
O -12.241 -10.151 19.249
C -12.378 -8.936 19.835
O -13.427 -8.418 20.135
O -11.180 -8.479 20.043
C -10.999 -7.130 20.436
H -12.922 -11.316 17.750
H -13.906 -9.821 18.054
H -14.060 -11.183 19.129
H -9.948 -6.863 20.322
H -11.192 -6.932 21.490
H -11.496 -6.367 19.839
C -10.754 -4.327 17.966
O -11.934 -3.909 18.636
C -13.041 -4.022 17.899
O -13.090 -4.507 16.805
O -14.024 -3.485 18.623
C -15.337 -3.571 18.088
H -10.443 -3.687 17.142
H -10.826 -5.342 17.569
H -9.926 -4.399 18.669
H -15.512 -2.784 17.353
H -16.026 -3.478 18.923
H -15.510 -4.517 17.573
C -2.760 -10.175 21.637
O -4.140 -10.496 21.661
C -4.617 -10.916 20.470
O -3.946 -11.037 19.473
O -5.902 -11.075 20.567
C -6.658 -11.419 19.413
H -2.295 -9.813 20.724
H -2.181 -11.025 22.004
H -2.455 -9.364 22.304
H -7.739 -11.390 19.515
H -6.339 -12.419 19.134
H -6.495 -10.666 18.636
C -5.778 -7.846 20.173
O -4.924 -6.803 20.676
C -3.644 -6.893 20.395
O -3.109 -7.805 19.809
O -3.008 -5.868 20.962
C -1.584 -5.880 20.891
H -6.192 -7.676 19.176
H -6.671 -7.811 20.787
H -5.249 -8.783 20.022
H -1.293 -5.620 19.875
H -1.069 -6.748 21.298
H -1.283 -5.071 21.557
```

Its total charge is 0. The LUMO energy is 0.19 eV. The relative energy (zero: lowest compared OMol25 entry of this formula, charge and spin) is 110.7 kcal/mol. As for the orbital gap: 0.286 Ha. For the HOMO energy, the calculation gives -0.27943 hartree.

Atomic partial charges in e from the Mulliken method, atoms 1 to 4: Cu 0.36; C -0.21; C 3.54; O -0.67